This record from the Open Molecules 2025 dataset describes a cluster of 2 separate species, C7H17Cl4OP2S3 in total. The level of theory is wB97M-V/def2-TZVPD.

XYZ file:
```
34
Properties=species:S:1:pos:R:3:forces:R:3
C -1.650 -5.050 -2.646 0.022 -0.006 0.016
O -0.498 -4.397 -2.145 0.244 -0.050 -0.048
C -0.524 -2.997 -2.260 -0.262 0.161 0.001
C -0.610 -2.340 -0.880 0.332 -0.278 -0.333
C 0.746 -2.360 -0.160 -0.118 0.028 0.086
C 1.013 -1.261 0.900 -0.079 -0.298 -0.128
C -0.114 -0.276 1.180 0.357 0.053 0.614
S -0.333 1.032 -0.082 -0.520 -0.137 -0.589
P 1.312 1.294 -1.503 0.315 0.782 0.034
S 1.710 3.147 -1.713 -0.025 -0.006 -0.003
P -0.672 2.953 1.024 -0.235 -0.242 0.155
S -2.301 2.736 1.960 -0.023 -0.038 0.184
H -2.538 -4.804 -2.055 -0.034 0.018 -0.017
H -1.827 -4.790 -3.693 -0.021 0.019 -0.010
H -1.465 -6.118 -2.579 -0.001 -0.021 0.034
H 0.380 -2.664 -2.782 0.060 -0.057 0.015
H -1.373 -2.668 -2.870 -0.058 -0.099 0.007
H -0.999 -1.329 -1.035 -0.042 0.024 0.121
H -1.333 -2.933 -0.319 -0.223 0.316 0.122
H 1.543 -2.346 -0.905 0.019 0.094 -0.014
H 0.835 -3.323 0.339 0.102 -0.067 -0.084
H 1.933 -0.731 0.659 0.010 0.103 0.126
H 1.211 -1.732 1.863 -0.029 0.000 0.045
H -1.084 -0.756 1.280 -0.071 0.022 -0.237
H 0.081 0.243 2.120 0.016 0.143 -0.053
H 2.332 0.482 -0.998 -0.146 -0.293 -0.070
H 0.726 0.649 -2.599 0.053 -0.332 0.111
H 0.538 3.053 1.718 0.137 -0.040 -0.173
H -0.633 3.834 -0.059 0.259 -0.072 -0.114
C 0.731 6.714 3.659 0.025 -0.094 -0.123
Cl -0.124 5.307 2.920 -0.086 0.316 0.302
Cl 0.798 8.011 2.479 0.006 0.032 -0.018
Cl -0.167 7.213 5.076 -0.012 0.018 0.031
Cl 2.355 6.207 4.105 0.029 0.001 0.009
```
Positions in Å, forces in eV/Å.

## Properties
**Charge**: +1
**Molar mass**: 417.2 g/mol
**Frontier orbital gap**: 8.16 eV
**Highest occupied orbital energy**: -12.366 eV
**Multiplicity**: 1

Atomic partial charges in e from the natural (NBO) method, atoms 1 to 2: atom 1 (C): -0.25, atom 2 (O): -0.54

---

This record from the Open Molecules 2025 dataset describes a structure of composition C7H17K3N2O13S2. The level of theory is wB97M-V/def2-TZVPD.

XYZ file:
```
44
Properties=species:S:1:pos:R:3:forces:R:3
K 1.556 2.386 -3.759 -0.560 0.019 0.417
K 3.985 -0.835 -2.867 -0.317 -0.262 0.495
K 4.503 1.930 -0.084 -0.525 -0.308 0.429
C 0.980 0.381 -0.860 -0.450 -0.290 -0.169
O 2.208 0.800 -1.300 2.711 0.577 -1.112
H 0.816 -0.690 -0.984 -0.075 -0.604 -0.485
H 0.805 0.481 0.211 -0.071 0.650 0.265
H 0.219 0.908 -1.436 -0.784 -0.087 0.404
C 2.313 -2.198 2.175 0.289 -0.096 0.089
N 3.384 -1.212 1.797 0.327 -1.078 -0.765
O 3.448 -0.209 2.453 0.306 0.777 -0.012
O 4.110 -1.461 0.820 -0.809 0.399 0.807
H 2.734 -3.143 2.515 0.422 0.135 -0.307
H 1.766 -2.360 1.246 -0.300 0.042 0.369
H 1.783 -1.774 3.028 -0.260 0.111 -0.519
C -0.631 -1.567 -4.457 0.129 -0.085 1.079
N -1.153 -0.209 -4.682 -1.777 0.608 0.498
O -1.088 0.196 -5.829 -0.043 0.760 1.177
O -1.707 0.344 -3.676 1.892 -0.915 -2.894
H -1.467 -2.055 -3.956 0.409 -0.403 0.004
H 0.188 -1.375 -3.764 -0.049 -0.495 0.299
H -0.261 -2.094 -5.337 -0.440 0.487 -0.124
C -1.463 -1.787 0.299 -0.137 -0.576 1.542
C -2.487 -1.299 -0.656 0.923 2.154 -1.976
O -3.748 -1.333 -0.099 -1.783 -0.296 2.121
S -3.742 -1.860 1.507 -1.285 -1.591 -0.438
O -4.767 -2.930 1.684 3.406 3.247 -0.808
O -3.653 -0.788 2.480 0.007 -1.448 -1.941
O -2.264 -2.494 1.232 -0.437 -1.445 1.698
H -0.926 -1.046 0.890 0.006 0.467 -0.385
H -0.741 -2.467 -0.155 -0.182 -0.209 0.131
H -2.444 -1.800 -1.623 -0.434 -0.550 0.182
H -2.245 -0.266 -0.904 -0.113 0.286 -0.072
C 0.852 2.316 2.612 1.106 -0.599 -0.357
C 0.654 3.858 2.524 -1.087 -2.030 -0.986
O -0.775 3.916 2.359 -0.961 0.332 -0.145
S -1.413 2.587 1.606 -2.099 0.706 2.690
O -1.083 2.670 0.215 -0.095 -0.275 0.371
O -2.799 2.350 2.077 4.460 0.699 -1.534
O -0.367 1.604 2.370 -0.967 0.536 -0.255
H 1.267 1.956 3.554 -0.235 0.082 -0.024
H 1.492 2.000 1.788 0.482 0.007 0.130
H 1.111 4.185 1.590 0.097 0.414 0.184
H 1.051 4.381 3.394 -0.701 0.149 -0.072
```
Positions in Å, forces in eV/Å.

## Properties
**Charge**: +2
**Molar mass**: 518.6 g/mol
**Frontier orbital gap**: 7.09 eV
**Highest occupied orbital energy**: -14.515 eV
**Multiplicity**: 1

Atomic partial charges in e from the natural (NBO) method, atoms 1 to 2: atom 1 (K): 0.99, atom 2 (K): 0.99

---

This record from the Open Molecules 2025 dataset describes a cluster of 2 separate species, C7H17N in total. The level of theory is wB97M-V/def2-TZVPD.

XYZ file:
```
25
Properties=species:S:1:pos:R:3:forces:R:3
C 0.058 -0.674 -1.171 -0.742 -2.163 0.456
C 1.409 -0.572 -0.457 -1.148 2.222 0.130
C 1.391 -0.935 1.040 1.351 -0.335 -0.663
C 0.696 -2.290 1.306 0.986 1.738 0.667
C -1.062 0.244 -0.631 0.941 -0.511 0.762
N -1.596 -0.163 0.594 0.740 0.808 0.325
C -1.592 0.794 1.665 -1.089 0.287 -0.654
C -0.203 2.121 -1.993 -0.817 4.035 -0.827
H -0.303 -1.697 -0.956 -0.187 0.133 -0.239
H 0.108 -0.643 -2.254 0.402 0.424 -0.280
H 2.250 -1.037 -0.968 -0.156 -0.307 -0.153
H 1.532 0.526 -0.531 0.855 -0.241 0.148
H 2.454 -0.970 1.289 0.316 -0.317 0.251
H 1.048 -0.112 1.668 -0.653 -0.205 -0.170
H -0.325 -1.898 1.384 -0.443 -1.214 -0.254
H 1.111 -2.711 2.224 -0.406 -0.048 0.202
H 0.974 -2.969 0.505 -0.616 -0.154 -0.224
H -0.357 1.349 -0.582 -1.371 -1.347 -0.906
H -1.816 0.376 -1.432 0.214 0.331 -0.020
H -0.957 0.548 2.532 0.025 -0.173 0.250
H -1.303 1.824 1.368 0.314 -0.175 -0.161
H -2.630 0.972 2.019 0.178 -0.189 0.511
H 0.743 2.610 -2.296 0.235 -0.570 0.408
H -0.878 2.363 -2.854 0.256 -1.807 -0.342
H -0.752 2.945 -1.468 0.815 -0.220 0.784
```
Positions in Å, forces in eV/Å.

## Properties
**Charge**: -1
**Molar mass**: 115.2 g/mol
**⟨S²⟩**: 0.7574
**Frontier orbital gap (alpha / beta)**: 6.07 / 5.58 eV
**Highest occupied orbital energy (alpha / beta)**: -1.893 / -1.758 eV
**Multiplicity**: 2

Atomic partial charges in e from the natural (NBO) method, atoms 1 to 2: atom 1 (C): -0.44, atom 2 (C): -0.41

---

This record from the Open Molecules 2025 dataset describes a structure of composition C7H17N. The level of theory is wB97M-V/def2-TZVPD.

XYZ file:
```
25
Properties=species:S:1:pos:R:3:forces:R:3
C 0.698 -2.723 1.225 -0.284 1.045 -0.450
N 0.431 0.000 -0.444 -1.544 2.945 1.368
C -0.758 0.263 0.039 1.531 -2.260 1.614
C 0.331 1.006 -1.512 1.593 1.725 -4.187
C -0.646 0.753 -2.736 0.300 -1.093 0.393
C 0.250 2.621 -1.287 -1.598 -1.527 0.369
C -1.055 0.836 1.408 -0.109 -1.308 -1.736
C 1.106 -2.343 2.659 0.813 -0.619 -0.885
H -0.363 -2.529 1.054 -0.174 -0.144 0.171
H 0.880 -3.717 0.815 0.347 -0.108 0.587
H 1.182 -1.988 0.571 -0.005 -0.378 -0.050
H -1.617 -0.211 -0.460 -0.545 1.324 -0.745
H 1.304 1.029 -2.038 -0.081 -0.912 0.513
H -0.122 1.035 -3.652 -0.166 0.191 0.108
H -0.794 -0.338 -2.814 -0.070 0.329 -0.018
H -1.636 1.230 -2.739 0.343 0.018 0.312
H 0.639 3.086 -0.377 0.143 -0.446 -0.086
H 0.680 3.090 -2.169 0.217 -0.047 0.037
H -0.835 2.798 -1.363 0.240 0.575 0.372
H -1.468 1.818 1.125 -0.012 -0.147 0.643
H -1.823 0.144 1.760 -0.207 0.540 0.767
H -0.148 0.866 1.998 -0.060 0.250 0.189
H 2.204 -2.256 2.672 -0.274 0.134 0.157
H 0.687 -1.355 2.871 0.014 -0.336 0.361
H 0.873 -3.112 3.393 -0.412 0.248 0.198
```
Positions in Å, forces in eV/Å.

## Properties
**Molar mass**: 115.2 g/mol
**Frontier orbital gap**: 8.34 eV
**Highest occupied orbital energy**: -7.970 eV
**Multiplicity**: 1

Atomic partial charges in e from the natural (NBO) method, atoms 1 to 2: atom 1 (C): -0.62, atom 2 (N): -0.57